[1]
CH4NO3S | ωB97M-V/def2-TZVPD

XYZ file:
```
10
Properties=species:S:1:pos:R:3:nbo_charge:R:1
C 0.26 -1.26 0.62 -0.8934
N -0.86 2.08 -0.07 -0.2382
O 1.59 0.22 -1.23 -1.0429
O -0.41 -0.84 -1.99 -1.0376
O -1.73 1.93 0.82 -0.3762
S 0.19 -0.04 -0.94 1.6645
H 1.11 -1.11 1.27 0.1952
H -0.61 -1.20 1.28 0.2025
H 0.33 -2.07 -0.10 0.2205
H 0.12 2.29 0.35 0.3057
```

Lowest unoccupied orbital energy (spin up / spin down): 4.199 / 3.172 eV
Relative energy (zero: lowest compared OMol25 entry of this formula, charge and spin): 28.5 kcal per mole
HOMO energy (spin up / spin down): -2.41 / -2.96 eV
HOMO-LUMO gap (spin up / spin down): 6.607 / 6.136 eV
Total charge: -1
2S+1: 3
DFT total energy: -19566.11685 eV
Maximum force: 0.049 Eh/bohr

***

[2]
CH4NOP | ωB97M-V/def2-TZVPD

XYZ file:
```
8
Properties=species:S:1:pos:R:3:nbo_charge:R:1
C -0.93 -0.84 0.51 -0.1087
N -0.91 0.43 0.34 -0.7119
O 1.58 0.88 -0.16 -1.0542
P 2.20 -0.41 -0.21 1.1862
H -1.98 -1.11 0.40 0.1175
H -1.81 1.10 0.19 0.3482
H -0.09 1.03 0.38 0.4153
H 1.95 -1.09 -1.46 -0.1923
```

Lowest unoccupied orbital energy: -0.487 eV
Relative energy (zero: lowest compared OMol25 entry of this formula, charge and spin): 85.9 kcal per mole
HOMO energy: -8.79 eV
HOMO-LUMO gap: 8.307 eV
DFT total energy: -13924.80894 eV
Maximum force: 0.093 Eh/bohr

***

[3]
CH4NOP | ωB97M-V/def2-TZVPD

XYZ file:
```
8
Properties=species:S:1:pos:R:3:nbo_charge:R:1
C -0.17 0.27 -0.13 -0.4599
N 1.26 -0.17 -0.03 -0.9571
O 4.01 -0.84 0.08 -0.8062
P 2.49 0.81 -0.30 1.0812
H -0.47 0.74 -1.16 0.2200
H -0.97 -0.57 -0.18 0.2344
H -0.30 0.93 0.76 0.2258
H 1.47 -1.21 -0.02 0.4618
```

Lowest unoccupied orbital energy (spin up / spin down): -1.215 / -1.407 eV
Relative energy (zero: lowest compared OMol25 entry of this formula, charge and spin): 129.6 kcal per mole
HOMO energy (spin up / spin down): -9.20 / -8.07 eV
HOMO-LUMO gap (spin up / spin down): 7.989 / 6.665 eV
DFT total energy: -13922.91156 eV
Maximum force: 0.114 Eh/bohr

***

[4]
CH4NOP | ωB97M-V/def2-TZVPD

XYZ file:
```
8
Properties=species:S:1:pos:R:3:nbo_charge:R:1
C -1.69 0.25 0.18 -0.2821
N -0.44 -0.14 -0.06 0.0962
O 0.07 -0.68 -1.02 -0.2469
P 2.64 -0.43 -0.04 0.1740
H -1.87 0.98 0.92 0.2084
H -2.39 0.18 -0.70 0.1926
H 1.81 -0.82 0.93 -0.0722
H 1.87 0.66 -0.22 -0.0701
```

Lowest unoccupied orbital energy (spin up / spin down): -0.796 / -1.273 eV
Relative energy (zero: lowest compared OMol25 entry of this formula, charge and spin): 132.7 kcal per mole
HOMO energy (spin up / spin down): -10.04 / -8.46 eV
HOMO-LUMO gap (spin up / spin down): 9.243 / 7.188 eV
DFT total energy: -13922.77926 eV
Maximum force: 0.073 Eh/bohr

***

[5]
CH4NOPS | ωB97M-V/def2-TZVPD

XYZ file:
```
9
Properties=species:S:1:pos:R:3:nbo_charge:R:1
C -0.91 -0.19 0.17 -0.3509
N 1.26 1.10 -0.52 -1.1017
O -1.21 1.09 0.09 -0.6649
P 0.91 -0.40 -0.03 1.1824
S 0.15 2.13 -0.02 0.7003
H -1.30 -0.73 1.16 0.1890
H -1.29 -0.65 -0.68 0.1947
H 1.38 -1.00 -1.08 -0.0496
H 1.02 -1.35 0.91 -0.0994
```

Lowest unoccupied orbital energy: 0.207 eV
Relative energy (zero: lowest compared OMol25 entry of this formula, charge and spin): 65.0 kcal per mole
HOMO energy: -7.34 eV
HOMO-LUMO gap: 7.543 eV
DFT total energy: -24759.67861 eV
Maximum force: 0.074 Eh/bohr

***

[6]
CH4NOPS2 | ωB97M-V/def2-TZVPD

XYZ file:
```
10
Properties=species:S:1:pos:R:3:nbo_charge:R:1
C 0.90 4.16 -0.03 0.5081
N -1.11 -0.55 -0.64 -1.1807
O 0.21 3.28 -0.18 -0.5092
P 0.56 -0.64 -0.30 0.7545
S 0.39 -0.33 1.79 -0.3173
S 0.72 -2.75 -0.51 -0.3219
H 1.56 0.30 1.86 0.1418
H -1.47 0.39 -0.52 0.3922
H -1.31 -0.87 -1.58 0.3929
H -0.44 -3.00 0.09 0.1398
```

Lowest unoccupied orbital energy: 0.798 eV
Relative energy (zero: lowest compared OMol25 entry of this formula, charge and spin): 1.7 kcal per mole
HOMO energy: -8.71 eV
HOMO-LUMO gap: 9.507 eV
DFT total energy: -35599.30323 eV
Maximum force: 0.012 Eh/bohr

***

[7]
CH4NS2 | ωB97M-V/def2-TZVPD

XYZ file:
```
8
Properties=species:S:1:pos:R:3:nbo_charge:R:1
C 0.54 0.15 0.47 -0.3369
N -0.77 0.85 0.18 -0.7506
S 0.28 -1.56 0.97 0.2267
S 0.88 -1.14 -0.94 0.2970
H 2.26 -1.47 -1.08 0.2207
H -1.62 0.25 0.16 0.4250
H -0.70 1.37 -0.70 0.4542
H -0.88 1.54 0.94 0.4638
```

Lowest unoccupied orbital energy: -4.991 eV
Relative energy (zero: lowest compared OMol25 entry of this formula, charge and spin): 45.6 kcal per mole
HOMO energy: -13.52 eV
HOMO-LUMO gap: 8.528 eV
Total charge: +1
DFT total energy: -24252.01664 eV
Maximum force: 0.032 Eh/bohr

***

[8]
CH4O2 | ωB97M-V/def2-TZVPD

XYZ file:
```
7
Properties=species:S:1:pos:R:3:nbo_charge:R:1
C 1.71 0.01 1.07 0.2805
O 0.53 0.09 1.23 -0.5005
H 2.36 0.24 1.94 0.1039
H 2.22 -0.39 0.16 0.1167
O -2.01 -0.06 -1.76 -0.9459
H -1.85 -0.05 -0.79 0.4777
H -2.96 0.16 -1.85 0.4676
```

Lowest unoccupied orbital energy: 0.810 eV
Relative energy (zero: lowest compared OMol25 entry of this formula, charge and spin): 5.0 kcal per mole
HOMO energy: -10.38 eV
HOMO-LUMO gap: 11.186 eV
DFT total energy: -5195.80949 eV
Maximum force: 0.024 Eh/bohr
SMILES: C=O.O

***

[9]
CH4O2 | ωB97M-V/def2-TZVPD

XYZ file:
```
7
Properties=species:S:1:pos:R:3:nbo_charge:R:1
O 0.53 0.66 0.75 -0.7333
C 0.20 -0.43 -0.03 0.2185
O -1.18 -0.44 -0.58 -0.7276
H 0.72 1.53 0.29 0.4836
H 0.99 -0.48 -0.74 0.1383
H 0.12 -1.38 0.63 0.1575
H -1.37 0.52 -0.32 0.4630
```

Lowest unoccupied orbital energy: 0.668 eV
Relative energy (zero: lowest compared OMol25 entry of this formula, charge and spin): 7.3 kcal per mole
HOMO energy: -10.42 eV
HOMO-LUMO gap: 11.093 eV
DFT total energy: -5195.70975 eV
Maximum force: 0.077 Eh/bohr
SMILES: OCO

***

[10]
CH4O2S | ωB97M-V/def2-TZVPD

XYZ file:
```
8
Properties=species:S:1:pos:R:3:nbo_charge:R:1
O -0.11 -1.41 -1.24 -0.5672
C 0.02 -2.59 -1.34 0.6370
O 0.43 -3.41 -0.34 -0.6767
H 0.10 -3.06 -2.33 0.1164
H 0.11 -2.93 0.45 0.4903
S -0.21 3.34 1.32 -0.3031
H 1.03 3.86 1.15 0.1505
H -0.37 2.69 0.16 0.1527
```

Lowest unoccupied orbital energy: 0.742 eV
Relative energy (zero: lowest compared OMol25 entry of this formula, charge and spin): 8.1 kcal per mole
HOMO energy: -9.67 eV
HOMO-LUMO gap: 10.412 eV
DFT total energy: -16031.72442 eV
Maximum force: 0.043 Eh/bohr
SMILES: O=CO.S

***

[11]
CH4O2S2 | ωB97M-V/def2-TZVPD

XYZ file:
```
9
Properties=species:S:1:pos:R:3:nbo_charge:R:1
O 0.97 0.90 -0.98 -0.7205
C 0.65 -0.33 -0.41 0.2647
O 0.68 -0.44 0.98 -0.7294
S -1.10 -0.88 -0.80 0.0654
S -2.01 0.47 0.12 -0.1418
H 0.50 1.67 -0.62 0.4881
H 1.32 -1.03 -0.90 0.1637
H 1.58 -0.23 1.36 0.4840
H -2.59 -0.13 1.25 0.1258
```

Lowest unoccupied orbital energy: 0.514 eV
Relative energy (zero: lowest compared OMol25 entry of this formula, charge and spin): 14.2 kcal per mole
HOMO energy: -8.86 eV
HOMO-LUMO gap: 9.378 eV
DFT total energy: -26866.52974 eV
Maximum force: 0.096 Eh/bohr
SMILES: OC(O)SS

***

[12]
CH4O2S2 | ωB97M-V/def2-TZVPD

XYZ file:
```
9
Properties=species:S:1:pos:R:3:nbo_charge:R:1
C 0.69 0.93 0.06 0.0422
O -0.60 1.26 -0.13 -0.6488
O -1.66 -1.07 0.09 -0.9255
S 3.23 -0.14 0.47 -0.5138
S 1.35 -0.61 0.33 0.3098
H 1.48 1.79 0.16 0.2324
H -1.17 0.41 -0.04 0.5061
H -0.93 -1.58 -0.40 0.5033
H -2.40 -1.02 -0.54 0.4943
```

Lowest unoccupied orbital energy (spin up / spin down): -0.333 / -0.334 eV
Relative energy (zero: lowest compared OMol25 entry of this formula, charge and spin): 29.8 kcal per mole
HOMO energy (spin up / spin down): -7.67 / -7.67 eV
HOMO-LUMO gap (spin up / spin down): 7.336 / 7.335 eV
DFT total energy: -26865.85601 eV
Maximum force: 0.045 Eh/bohr

***

[13]
CH4O3 | ωB97M-V/def2-TZVPD

XYZ file:
```
8
Properties=species:S:1:pos:R:3:nbo_charge:R:1
C 0.52 0.77 0.67 -0.2822
O 0.37 0.59 -0.69 -0.2574
O -0.88 -0.15 -0.92 -0.0408
O -0.71 -1.54 -0.72 -0.4567
H 0.71 -0.25 1.19 0.1763
H -0.40 1.17 1.08 0.1821
H 1.37 1.44 0.94 0.2084
H -0.98 -2.03 -1.54 0.4704
```

Lowest unoccupied orbital energy: 0.851 eV
Relative energy (zero: lowest compared OMol25 entry of this formula, charge and spin): 142.9 kcal per mole
HOMO energy: -10.61 eV
HOMO-LUMO gap: 11.456 eV
DFT total energy: -7238.45412 eV
Maximum force: 0.060 Eh/bohr
SMILES: COOO

***

[14]
CH4O3S | ωB97M-V/def2-TZVPD

XYZ file:
```
9
Properties=species:S:1:pos:R:3:nbo_charge:R:1
C 0.61 -0.48 0.02 0.2029
O 1.21 -1.17 -1.04 -0.7483
O -2.27 1.09 0.06 -0.8054
O -0.32 -1.10 0.65 -0.5686
S -2.61 -0.41 -0.19 0.6190
H 0.22 0.48 -0.33 0.1497
H 1.48 -0.21 0.59 0.1640
H 0.96 -2.10 -1.03 0.4767
H -2.61 1.42 1.01 0.5101
```

Lowest unoccupied orbital energy (spin up / spin down): -2.420 / -2.421 eV
Relative energy (zero: lowest compared OMol25 entry of this formula, charge and spin): 111.7 kcal per mole
HOMO energy (spin up / spin down): -9.01 / -9.01 eV
HOMO-LUMO gap (spin up / spin down): 6.594 / 6.592 eV
DFT total energy: -18075.00221 eV
Maximum force: 0.078 Eh/bohr

***

[15]
CH4O3S | ωB97M-V/def2-TZVPD

XYZ file:
```
9
Properties=species:S:1:pos:R:3:nbo_charge:R:1
O -0.47 -0.53 1.45 -0.6116
C -0.19 0.46 0.85 0.9800
O 0.92 1.23 0.98 -0.6996
O -1.05 0.89 -0.04 -0.6709
H 1.36 1.05 1.75 0.4985
H -0.68 1.74 -0.57 0.5020
S 0.29 -1.39 -1.86 -0.3337
H 0.87 -1.97 -0.79 0.1664
H -1.05 -1.48 -1.77 0.1690
```

Lowest unoccupied orbital energy: 0.389 eV
Relative energy (zero: lowest compared OMol25 entry of this formula, charge and spin): 9.8 kcal per mole
HOMO energy: -9.62 eV
HOMO-LUMO gap: 10.011 eV
DFT total energy: -18079.42401 eV
Maximum force: 0.091 Eh/bohr
SMILES: O=C(O)O.S

***

[16]
CH4O4S | ωB97M-V/def2-TZVPD

XYZ file:
```
10
Properties=species:S:1:pos:R:3:nbo_charge:R:1
C 1.20 -0.22 -0.96 -0.2857
O 0.06 0.58 -0.51 -0.7001
S -0.82 -0.16 0.62 2.5460
O -0.06 -0.26 1.83 -0.9226
O -1.52 -1.25 0.05 -0.9010
O -1.88 0.98 0.80 -0.8651
H 1.92 -0.46 -0.15 0.2018
H 0.84 -1.17 -1.40 0.2039
H 1.80 0.32 -1.70 0.2114
H -1.55 1.64 1.41 0.5114
```

Lowest unoccupied orbital energy: 0.524 eV
Relative energy (zero: lowest compared OMol25 entry of this formula, charge and spin): 0.0 kcal per mole
HOMO energy: -11.44 eV
HOMO-LUMO gap: 11.968 eV
DFT total energy: -20126.33190 eV
Maximum force: 0.019 Eh/bohr
SMILES: COS(=O)(=O)O

***

[17]
CH4OP2 | ωB97M-V/def2-TZVPD

XYZ file:
```
8
Properties=species:S:1:pos:R:3:nbo_charge:R:1
C 0.07 1.90 -1.47 -0.8132
P -0.61 0.48 -0.98 0.4501
H -0.44 2.29 -2.33 0.2266
H 0.93 2.22 -0.98 0.2251
H 0.15 0.28 0.25 -0.0921
O 0.88 -3.02 1.61 -0.9562
P -0.28 -2.20 1.31 1.1440
H -0.71 -1.96 2.61 -0.1843
```

Lowest unoccupied orbital energy: -0.854 eV
Relative energy (zero: lowest compared OMol25 entry of this formula, charge and spin): 45.9 kcal per mole
HOMO energy: -9.64 eV
HOMO-LUMO gap: 8.784 eV
DFT total energy: -21724.01693 eV
Maximum force: 0.044 Eh/bohr
SMILES: C=P.O=P

***

[18]
CH4OS | ωB97M-V/def2-TZVPD

XYZ file:
```
7
Properties=species:S:1:pos:R:3:nbo_charge:R:1
C 0.32 -0.67 -2.10 0.2669
O -0.84 -0.86 -2.32 -0.4884
H 0.80 0.29 -2.36 0.1122
H 0.94 -1.44 -1.62 0.1094
S 0.29 0.69 1.98 -0.2822
H -0.91 1.26 2.12 0.1462
H -0.05 0.16 0.80 0.1359
```

Lowest unoccupied orbital energy: 0.578 eV
Relative energy (zero: lowest compared OMol25 entry of this formula, charge and spin): 7.4 kcal per mole
HOMO energy: -9.92 eV
HOMO-LUMO gap: 10.499 eV
DFT total energy: -13983.46696 eV
Maximum force: 0.004 Eh/bohr
SMILES: C=O.S

***

[19]
CH4P2 | ωB97M-V/def2-TZVPD

XYZ file:
```
7
Properties=species:S:1:pos:R:3:nbo_charge:R:1
C -0.05 0.42 0.12 -0.4770
P -2.70 -0.43 0.06 0.0094
P 0.86 -1.04 0.07 0.3727
H 0.13 1.07 0.88 0.1313
H -2.52 0.87 -0.54 -0.0566
H 1.26 -0.96 -1.34 0.0465
H 2.17 -0.53 0.68 -0.0264
```

Lowest unoccupied orbital energy: -2.088 eV
Relative energy (zero: lowest compared OMol25 entry of this formula, charge and spin): 138.7 kcal per mole
HOMO energy: -7.49 eV
HOMO-LUMO gap: 5.407 eV
DFT total energy: -19671.81533 eV
Maximum force: 0.088 Eh/bohr

***

[20]
CH5BO | ωB97M-V/def2-TZVPD

XYZ file:
```
8
Properties=species:S:1:pos:R:3:nbo_charge:R:1
B -0.91 -0.88 0.41 0.6285
O -0.20 -0.50 -0.61 -0.6660
C 0.63 0.58 -0.45 -0.2713
H -0.98 -0.23 1.59 -0.1252
H -1.32 -1.85 0.22 -0.1243
H 1.54 0.36 0.20 0.1821
H 0.23 1.48 0.14 0.1852
H 1.02 1.03 -1.48 0.1910
```

Lowest unoccupied orbital energy: 0.884 eV
Relative energy (zero: lowest compared OMol25 entry of this formula, charge and spin): 45.9 kcal per mole
HOMO energy: -11.05 eV
HOMO-LUMO gap: 11.934 eV
DFT total energy: -3841.04596 eV
Maximum force: 0.096 Eh/bohr
SMILES: BOC